Entry from the Open Molecules 2025 dataset: one molecule with the formula C5H11BO2S at a distorted geometry (the ωB97M-V functional and the def2-TZVPD basis).

Positions of all 20 atoms, in Å:
S  -0.06134  -0.12671  1.80142
O  3.14761  0.15648  2.00454
O  3.60123  -0.86054  -0.02826
C  0.85143  0.50505  -1.12224
C  -0.69530  0.45013  -0.77841
C  1.56483  0.67073  0.13055
C  -1.00135  -0.63680  0.23544
C  -2.45534  -0.71478  0.63176
B  2.79413  -0.10584  0.77527
H  -0.50011  -1.57076  0.02372
H  1.12387  -0.50461  -1.67658
H  -1.21163  1.30913  -0.43000
H  4.39952  -1.08266  0.46418
H  2.47093  0.82167  2.34265
H  1.04876  1.42917  -1.69333
H  -2.82563  0.35548  0.58486
H  -1.21024  0.19582  -1.80655
H  1.42212  1.65922  0.58234
H  -3.07557  -1.35341  -0.04796
H  -2.50804  -1.23347  1.57400

## Properties
LUMO energy	-0.323	eV
2S+1	1
orbital gap	8.14	eV
ΔE to the lowest compared entry with this formula, charge and spin	30.6	kcal per mole
E_HOMO	-8.5	eV

Löwdin population analysis, charges in e, atoms 1 to 8: number 1, S, carries 0.733; number 2, O, carries 0.170; number 3, O, carries 0.171; number 4, C, carries -0.211; number 5, C, carries -0.254; number 6, C, carries -0.094; number 7, C, carries -0.691; number 8, C, carries -0.157

***

Entry from the Open Molecules 2025 dataset: a 2-piece molecular cluster, C11H17N2 overall at a distorted geometry (the ωB97M-V functional and the def2-TZVPD basis).

Positions of all 30 atoms, in Å:
N  2.07537  0.51559  0.49883
N  2.22251  1.62943  -0.33111
C  -0.56540  -1.76286  -2.30360
C  -2.39706  1.27781  1.08057
C  2.99732  -0.60418  0.29364
C  -2.46827  2.38023  1.84167
C  1.12191  0.50581  1.39643
C  -0.97868  -1.17812  0.28120
C  -1.76322  1.08746  -0.26319
C  -0.05686  -2.63122  -1.36619
C  -1.31670  -0.26455  -0.69730
C  -1.06052  -0.56458  -2.02177
C  -0.22422  -2.28772  -0.06049
H  2.61776  -1.49223  0.90456
H  -0.46181  -2.09682  -3.34476
H  0.18904  -3.00519  0.65091
H  3.03658  1.56241  -0.97720
H  4.08580  -0.44435  0.34040
H  2.86563  -1.09863  -0.75006
H  -0.93266  1.85512  -0.21670
H  -2.46588  1.42931  -0.94441
H  -2.99331  2.55701  2.82442
H  -1.91048  3.20527  1.36438
H  -1.08563  -1.07519  1.35695
H  0.92040  -0.40891  2.06299
H  -3.03089  0.44133  1.36306
H  2.03214  2.61596  0.04239
H  0.43233  1.32648  1.52639
H  0.52706  -3.48022  -1.66643
H  -1.41229  0.00557  -2.88560

## Properties
LUMO energy	-4.398	eV
2S+1	1
orbital gap	7.84	eV
ΔE to the lowest compared entry with this formula, charge and spin	99.2	kcal per mole
E_HOMO	-12.2	eV
total charge	+1

Löwdin population analysis, charges in e, atoms 1 to 8: number 1, N, carries -0.217; number 2, N, carries 0.109; number 3, C, carries -0.101; number 4, C, carries -0.214; number 5, C, carries -0.006; number 6, C, carries 0.009; number 7, C, carries 0.151; number 8, C, carries -0.081

***

Entry from the Open Molecules 2025 dataset: one molecule with the formula CH4IPS at a distorted geometry (the ωB97M-V functional and the def2-TZVPD basis).

Positions of all 8 atoms, in Å:
I  -0.37906  2.72337  -0.78221
S  0.60939  -0.64122  -2.00029
P  0.83907  0.76999  -0.04737
C  -0.42351  -0.10945  0.89501
H  -0.07795  -1.18168  0.66768
H  -0.43727  0.06492  2.04630
H  1.38317  -1.72252  -1.41049
H  -1.51384  0.09660  0.63138

## Properties
LUMO energy	-0.266	eV
2S+1	1
orbital gap	8.80	eV
ΔE to the lowest compared entry with this formula, charge and spin	18.5	kcal per mole
E_HOMO	-9.1	eV

From a Löwdin analysis of the wavefunction, the atomic charges in e read: number 1, I, carries 0.312; number 2, S, carries 0.156; number 3, P, carries 0.155; number 4, C, carries -0.573; number 5, H, carries 0.016; number 6, H, carries 0.062; number 7, H, carries -0.167; number 8, H, carries 0.040

***

Entry from the Open Molecules 2025 dataset: a 13-piece molecular cluster, C29H42F3N16S overall at a distorted geometry (the ωB97M-V functional and the def2-TZVPD basis).

Positions of all 91 atoms, in Å:
S  -3.00054  -2.39549  -1.37568
F  -0.54441  0.92065  0.38424
F  1.41291  0.60216  1.20884
F  -0.29086  -0.56119  1.89730
N  4.26472  -4.57056  5.78735
N  0.51219  -1.00207  -0.15569
N  3.95618  1.50107  -2.74032
N  -1.50308  3.24272  -5.48581
N  -1.80902  5.44066  4.84248
N  -3.34974  5.40161  -0.53937
N  -0.05129  -2.53946  -1.63505
N  4.27174  -3.22848  -3.94442
N  -1.82206  -1.46714  -0.52442
N  1.63823  -1.55093  -0.68793
N  2.41876  -4.82048  0.05614
N  -1.87880  0.12713  6.84482
N  -4.97307  0.32134  -2.13173
N  -6.85440  7.59897  2.71895
N  1.84877  -1.01080  -8.13582
N  3.81596  -1.25754  3.53891
C  -1.72593  2.40489  -4.74089
C  -5.93118  -0.27296  -1.94007
C  -7.24737  6.66621  3.25189
C  -0.52673  -1.66752  -0.77213
C  2.29959  -1.54175  5.63880
C  -2.52203  5.90356  4.07629
C  3.77895  2.07486  -1.76795
C  0.43435  -6.48746  0.34052
C  1.28529  -2.45539  -1.57183
C  4.27515  -2.35288  -4.68168
C  -7.74990  5.47595  3.93985
C  -3.26850  4.26147  -0.55626
C  -1.21490  0.54139  6.01145
C  2.76880  -1.25056  -8.77170
C  -3.16506  2.80340  -0.53147
C  5.22784  -4.47335  5.17810
C  0.31406  -0.00266  0.83648
C  -3.42877  6.49660  3.09113
C  -7.16785  -1.01575  -1.70215
C  3.94641  -1.55841  -9.58407
C  -2.01135  1.33559  -3.78404
C  4.28027  -1.22017  -5.60811
C  3.55025  2.69079  -0.46442
C  3.15791  -1.40271  4.46415
C  1.54140  -5.54455  0.18145
C  6.46112  -4.34903  4.40159
C  3.63806  -2.02987  0.51296
C  3.02469  -1.25309  -0.39866
C  -0.36762  1.07131  4.94324
H  -3.64799  2.37383  -1.40666
H  -8.61095  5.73994  4.55009
H  -7.55342  -1.39824  -2.64499
H  -2.75868  -3.63319  -0.87438
H  5.17791  -1.24287  -6.22373
H  -8.04666  4.72620  3.20938
H  -6.97357  -1.84917  -1.02962
H  -7.90940  -0.35851  -1.25295
H  3.69591  -2.31773  -10.32171
H  3.53416  -0.42964  -0.88436
H  -4.39604  6.69792  3.54538
H  0.15810  -6.89632  -0.62942
H  3.44133  1.89500  0.27050
H  6.36153  -4.89116  3.46349
H  6.65653  -3.29960  4.18989
H  -1.61403  1.59891  -2.80498
H  0.64399  1.22815  5.31300
H  -1.54881  0.40761  -4.11810
H  4.38169  3.33095  -0.17839
H  -0.76576  2.02209  4.59184
H  -3.08613  1.18565  -3.70189
H  2.02228  -3.02063  -2.11748
H  4.74695  -1.93051  -8.94744
H  2.36108  -0.64162  6.24786
H  4.25926  -0.28918  -5.04263
H  1.26854  -1.68968  5.32209
H  3.40344  -1.26574  -6.24954
H  -2.13880  -0.78278  0.14147
H  -0.33677  0.36737  4.11565
H  7.29449  -4.76202  4.96606
H  -6.97230  5.06386  4.58042
H  -0.42425  -5.97871  0.77440
H  2.63744  3.28341  -0.49069
H  0.73642  -7.30007  0.99789
H  -3.55962  5.80958  2.25722
H  -3.01326  7.42935  2.71693
H  -2.11652  2.51080  -0.52437
H  2.61703  -2.39835  6.23209
H  4.28501  -0.66037  -10.09655
H  3.12115  -2.16420  1.45903
H  -3.64879  2.41717  0.36451
H  4.59838  -2.48761  0.31539

## Properties
LUMO energy	-3.094	eV
2S+1	1
orbital gap	9.74	eV
E_HOMO	-12.8	eV
total charge	+1

Löwdin population analysis, charges in e, atoms 1 to 8: number 1, S, carries 0.827; number 2, F, carries 0.170; number 3, F, carries 0.222; number 4, F, carries 0.171; number 5, N, carries 0.131; number 6, N, carries 0.163; number 7, N, carries 0.146; number 8, N, carries 0.138

***

Entry from the Open Molecules 2025 dataset: one molecule with the formula C4H8N2O at a distorted geometry (the ωB97M-V functional and the def2-TZVPD basis).

Positions of all 15 atoms, in Å:
O  0.81137  1.73538  1.04771
N  -0.47190  -0.64632  -1.37050
N  0.11577  -2.48550  0.51505
C  -0.61202  2.23431  -0.72034
C  -0.04567  -0.12998  -0.29858
C  0.04962  1.32037  -0.00632
C  0.39710  -1.09370  0.79012
H  -0.09336  -0.82504  1.73367
H  0.53013  -2.73515  -0.37789
H  -0.88566  -2.61077  0.40423
H  -1.24722  1.96374  -1.54255
H  -0.54074  3.27643  -0.47002
H  1.25910  0.99175  1.46443
H  1.48409  -1.00481  0.92546
H  -0.75061  0.00931  -2.09448

## Properties
LUMO energy	0.660	eV
2S+1	1
orbital gap	9.85	eV
ΔE to the lowest compared entry with this formula, charge and spin	48.8	kcal per mole
E_HOMO	-9.2	eV

Löwdin population analysis, charges in e, atoms 1 to 8: number 1, O, carries 0.045; number 2, N, carries 0.157; number 3, N, carries -0.009; number 4, C, carries 0.086; number 5, C, carries -0.319; number 6, C, carries -0.354; number 7, C, carries -0.253; number 8, H, carries 0.127